DFT (ωB97M-V with the def2-TZVPD basis set) results for an isolated molecule of C5H8N2.

Output
ΔE to the lowest compared entry with this formula, charge and spin, kcal per mole: 75.7
Electronic energy, a.u.: -304.7148
E_HOMO, eV: -8.4

Structure (ORCA input):
```
! wB97M-V def2-TZVPD RIJCOSX def2/J DEFGRID3
* xyz 0 1
C -0.983 -1.700 0.126
N 0.201 -1.893 0.939
C 1.238 -1.185 0.757
C 1.499 -0.115 -0.242
C 0.793 1.015 -0.390
C -0.384 1.314 0.449
N -1.124 2.243 -0.117
H -0.797 -1.224 -0.847
H -1.457 -2.673 -0.032
H -1.677 -1.061 0.680
H 2.098 -1.418 1.396
H 2.376 -0.277 -0.871
H 1.115 1.727 -1.164
H -1.970 2.562 0.337
H -0.927 2.685 -1.019
*
```